Record 1
Below is C26H37BF4INO6S as an isolated structure in a non-equilibrium geometry, with properties calculated with ωB97M-V with the def2-TZVPD basis set.

Cartesian coordinates (Å):
C1 -1.2443 7.2386 3.3388
C2 -0.6628 5.9503 2.7213
C3 -1.7670 5.0769 2.0931
C4 -1.1873 4.0018 1.1365
C5 -1.9661 2.6526 1.2714
C6 -2.1866 1.9798 -0.1038
C7 -1.1857 0.8394 -0.3400
C8 -1.5390 -0.0123 -1.5687
C9 -0.9877 -1.4517 -1.4975
C10 0.5683 -1.5285 -1.4051
C11 1.0875 -2.3504 -0.1954
S1 1.6854 -1.3125 1.1680
O1 0.8582 -1.6460 2.2669
O2 1.6203 0.0575 0.8210
F1 3.1618 -1.6708 1.5464
C12 1.8270 -3.6286 -0.6898
I1 3.9938 -3.7868 -0.5955
C13 1.2619 -4.9507 -0.1095
C14 0.8796 -4.9348 1.3816
C15 2.0722 -4.8514 2.3532
F2 1.5113 -4.5429 3.5930
C16 1.6701 -3.4184 -2.1825
N1 1.0729 -2.3495 -2.5258
C17 0.8806 -1.8543 -3.9062
C18 1.9278 -0.7481 -4.1032
C19 1.5901 0.5729 -3.8961
C20 2.5419 1.5534 -4.0220
C21 3.8398 1.2310 -4.3445
C22 4.1694 -0.0864 -4.5763
C23 3.2338 -1.0901 -4.4544
C24 3.7040 -2.5236 -4.6919
H1 -0.4042 7.8925 3.6043
H2 -1.8191 6.9973 4.2377
H3 -1.8773 7.7667 2.6183
H4 -0.1237 5.3932 3.4979
H5 0.0755 6.2074 1.9478
H6 -2.4614 5.7483 1.5718
H7 -2.3181 4.5711 2.8950
H8 -0.1347 3.8404 1.4041
H9 -1.2811 4.3657 0.1061
H10 -2.9472 2.9182 1.6646
H11 -1.4621 1.9587 1.9449
H12 -3.2140 1.5962 -0.1257
H13 -2.0628 2.7006 -0.9242
H14 -0.2187 1.3264 -0.5529
H15 -1.0603 0.2325 0.5648
H16 -1.2834 0.4952 -2.5079
H17 -2.6338 -0.1173 -1.5707
H18 -1.3578 -1.9551 -2.4019
H19 -1.4995 -1.9311 -0.6548
H20 0.8887 -0.4842 -1.4620
H21 0.1447 -2.7292 0.2124
H22 0.3717 -5.2199 -0.6993
H23 1.9632 -5.7793 -0.2455
H24 0.2037 -4.1265 1.6810
H25 0.3605 -5.8680 1.6271
H26 2.7529 -4.0261 2.1318
H27 2.5798 -5.8118 2.4837
H28 2.0676 -4.0618 -2.9650
H29 -0.0964 -1.3830 -4.0240
H30 0.9764 -2.6551 -4.6379
H31 0.5813 0.8636 -3.6110
H32 2.2640 2.5875 -3.8410
H33 4.5677 2.0340 -4.4036
H34 5.2008 -0.3196 -4.8324
H35 2.9268 -3.1304 -5.1641
H36 4.0014 -2.9663 -3.7337
H37 4.5830 -2.4683 -5.3365
B1 -5.2071 -0.3289 5.2736
O3 -4.3619 0.8393 5.6656
C25 -3.7671 1.3055 4.5895
O4 -3.0137 2.2460 4.5541
C26 -4.1856 0.4625 3.3940
O5 -3.8154 0.6273 2.2566
O6 -5.0123 -0.4732 3.7964
F3 -6.5446 -0.0772 5.5595
F4 -4.7774 -1.4803 5.9286

Atoms 1-6, force components in eV/Å:
C 0.7 -0.4 -0.1
C -0.6 0.3 -0.1
C 0.8 -0.1 0.3
C -0.6 -0.4 0.8
C 0.1 1.2 -1.3
C 0.1 -0.5 0.5

Summary:
- Highest occupied orbital energy: -8.16 eV
- Charge: 0
- Molar mass: 705.4 g/mol
- Kohn-Sham gap: 5.404 eV
- E_tot: -71822.3530 eV



Record 2
Below is a 2-piece molecular cluster, C26H37BrFN2O3 overall in a non-equilibrium geometry, with properties calculated with ωB97M-V with the def2-TZVPD basis set.

Cartesian coordinates (Å):
C1 -2.5218 0.8348 3.5061
C2 -1.3417 1.1829 2.9142
C3 -1.1166 2.2567 1.9058
O1 -0.2664 3.1047 2.0235
O2 -1.8781 2.2592 0.7860
C4 -2.4642 1.0177 0.3634
C5 -2.9724 1.1741 -1.0584
C6 -3.6406 -0.1585 -1.4838
C7 -2.6525 -0.9867 -2.3363
C8 -2.0238 -2.1314 -1.5115
C9 -0.6306 -2.5017 -2.0677
C10 0.4844 -2.2822 -1.0803
C11 1.4560 -1.3545 -1.3536
N1 2.5126 -1.1117 -0.5411
C12 3.4901 -0.0526 -0.9655
O3 3.7038 0.9052 -0.0164
C13 2.5481 1.6849 0.3255
C14 2.6278 -1.8139 0.5946
Br1 4.0957 -1.5521 1.7272
C15 1.6874 -2.7521 0.9543
C16 0.5977 -3.0092 0.1236
N2 -0.3666 -3.9863 0.4635
C17 -1.2620 -3.4660 1.5628
C18 -2.6179 -4.1803 1.5873
C19 -3.8260 -3.2420 1.5392
C20 -5.0640 -3.9744 0.9976
H1 -3.0953 1.4967 4.1480
H2 -2.8894 -0.1824 3.3699
H3 -0.4458 0.6305 3.2037
H4 -1.6849 0.2475 0.3823
H5 -3.2834 0.7066 1.0098
H6 -3.6783 2.0009 -1.1214
H7 -2.1226 1.3984 -1.7007
H8 -4.5453 0.0266 -2.0558
H9 -3.8796 -0.7056 -0.5714
H10 -3.1575 -1.3809 -3.2176
H11 -1.8361 -0.3598 -2.6978
H12 -2.6711 -2.9991 -1.6291
H13 -1.9570 -1.8476 -0.4672
H14 -0.6213 -3.5628 -2.3219
H15 -0.4038 -1.9466 -2.9765
H16 1.4085 -0.7860 -2.2711
H17 3.1267 0.3508 -1.9143
H18 4.4312 -0.5572 -1.1828
H19 2.5412 2.6245 -0.2257
H20 1.5992 1.1570 0.2222
H21 2.6469 1.9393 1.3788
H22 1.7898 -3.2889 1.8856
H23 0.1463 -4.7495 0.8968
H24 -0.7488 -3.5728 2.5215
H25 -1.3955 -2.3959 1.4005
H26 -2.6638 -4.9011 0.7719
H27 -2.6804 -4.7434 2.5202
H28 -4.0928 -2.8992 2.5413
H29 -3.6440 -2.3598 0.9237
H30 -5.8380 -3.2817 0.6734
H31 -4.7758 -4.5728 0.1314
H32 -5.4667 -4.6552 1.7457
F1 4.4328 4.9871 -3.7225
C21 4.7729 5.3021 -2.4570
C22 5.1335 6.6001 -2.1584
C23 5.4773 6.9124 -0.8507
C24 5.4657 5.9315 0.1327
C25 5.1039 4.6322 -0.1924
C26 4.7493 4.3133 -1.4955
H33 5.1434 7.3483 -2.9392
H34 5.7558 7.9266 -0.5993
H35 5.7384 6.1809 1.1489
H36 5.0982 3.8631 0.5694
H37 4.4581 3.3072 -1.7694

Atoms 1-6, force components in eV/Å:
C 0.6 -0.1 -0.2
C -0.7 -0.1 0.0
C 0.7 1.8 1.4
O 0.0 -0.3 -0.3
O 0.0 -0.6 0.4
C -0.1 0.2 -0.5

Summary:
- Highest occupied orbital energy: -10.99 eV
- Charge: +1
- Molar mass: 524.5 g/mol
- Kohn-Sham gap: 6.963 eV
- E_tot: -109434.9461 eV



Record 3
Below is C26H37BrN7O2PReS as an isolated structure, with properties calculated with ωB97M-V with the def2-TZVPD basis set.

Cartesian coordinates (Å):
Re1 -0.9620 0.2122 0.4815
N1 -5.1259 -0.5730 1.5192
C1 -3.9801 -0.0487 1.0739
S1 -2.4745 -0.5227 1.9252
N2 -3.9397 0.7506 0.0696
N3 -2.6621 1.2625 -0.1614
C2 -2.6821 2.4324 -0.7029
C3 -1.5408 3.3062 -0.7822
C4 -1.6808 4.5360 -1.4419
C5 -0.6687 5.4704 -1.4184
C6 0.4966 5.2013 -0.7044
C7 0.6507 4.0033 -0.0277
C8 -0.3589 3.0546 -0.0728
O1 -0.1279 1.8804 0.5824
H1 -5.1448 -1.2082 2.2962
H2 -5.9955 -0.3128 1.0826
H3 -3.6503 2.8134 -1.0137
H4 -2.6071 4.7479 -1.9627
H5 -0.7867 6.4138 -1.9329
H6 1.2877 5.9386 -0.6678
H7 1.5483 3.7899 0.5374
C9 0.0158 1.1318 -4.8008
C10 -0.1862 0.0745 -3.7546
C11 -0.1101 -1.2879 -4.0453
C12 -0.3369 -2.2315 -3.0585
C13 -0.6237 -1.7907 -1.7863
Br1 -1.0050 -2.9828 -0.4003
N4 -0.6900 -0.4900 -1.4745
C14 -0.4814 0.4196 -2.4525
H8 0.7269 0.8007 -5.5555
H9 0.3862 2.0580 -4.3636
H10 -0.9264 1.3495 -5.3067
H11 0.1212 -1.6128 -5.0526
H12 -0.2997 -3.2911 -3.2647
H13 -0.5455 1.4602 -2.1585
O2 0.7490 -0.6814 1.1289
P1 1.7665 -1.1690 2.1713
N5 2.6806 0.0846 2.6469
C15 3.9851 -0.1378 3.3141
C16 4.8702 0.9491 2.7207
C17 3.8988 2.1191 2.5794
C18 2.5888 1.4665 2.1282
N6 2.6971 -2.3124 1.4918
C19 2.8508 -3.7130 1.9355
C20 4.1233 -4.1584 1.2220
C21 4.0693 -3.3876 -0.0964
C22 3.5463 -2.0146 0.3222
N7 1.0106 -1.8160 3.4514
C23 -0.0526 -2.8319 3.3638
C24 -0.7252 -2.7238 4.7259
C25 0.4598 -2.4771 5.6586
C26 1.3696 -1.5345 4.8655
H14 4.3462 -1.1492 3.1245
H15 3.8846 -0.0059 4.3936
H16 5.2444 0.6394 1.7427
H17 5.7248 1.1773 3.3543
H18 4.2395 2.8724 1.8703
H19 3.7611 2.6102 3.5439
H20 2.5013 1.4478 1.0401
H21 1.7160 1.9808 2.5295
H22 1.9973 -4.3187 1.6178
H23 2.9292 -3.7711 3.0206
H24 4.1593 -5.2374 1.0859
H25 5.0010 -3.8627 1.8001
H26 3.3623 -3.8639 -0.7795
H27 5.0319 -3.3254 -0.5996
H28 2.9697 -1.5230 -0.4646
H29 4.3667 -1.3491 0.6093
H30 0.3621 -3.8324 3.2132
H31 -0.7280 -2.6088 2.5354
H32 -1.2936 -3.6164 4.9806
H33 -1.4034 -1.8666 4.7341
H34 0.9778 -3.4172 5.8555
H35 0.1730 -2.0502 6.6170
H36 2.4221 -1.7397 5.0609
H37 1.1742 -0.4866 5.0954

Atoms 1-6, force components in eV/Å:
Re 0.3 0.2 -0.2
N 0.0 0.0 0.0
C 0.0 0.0 0.0
S -0.1 -0.1 0.1
N -0.1 0.0 -0.1
N 0.0 -0.1 0.0

Summary:
- Highest occupied orbital energy (alpha / beta): -13.73 / -13.79 eV
- Charge: +2
- ΔE to the lowest compared entry with this formula, charge and spin: 0.00 kcal/mol
- <S²>: 0.759
- Multiplicity: 2
- Molar mass: 808.8 g/mol
- Kohn-Sham gap (alpha / beta): 6.978 / 6.688 eV
- E_tot: -134374.9270 eV